Arrangement 1

C36H99N9O9 | the ωB97M-V functional and the def2-TZVPD basis

## Properties
Kohn-Sham gap (eV): 9.3274
Total charge: 0
2S+1: 1
HOMO level (eV): -8.946
LUMO energy (eV): 0.38
SMILES: COC[C@H](C)N.COC[C@H](C)N.COC[C@H](C)N.COC[C@H](C)N.COC[C@H](C)N.COC[C@H](C)N.COC[C@H](C)N.COC[C@H](C)N.COC[C@H](C)N

Last column: Löwdin charge in e.
Positions of all 153 atoms, in Å:
C -7.350 2.568 4.632  -0.114
O -7.377 1.285 4.040  -0.192
C -6.078 0.981 3.547  -0.215
C -6.208 -0.216 2.560  -0.406
C -4.854 -0.588 1.802  -0.045
N -7.236 0.060 1.582  0.034
H -8.319 2.762 5.092  0.086
H -7.255 3.310 3.840  0.090
H -6.608 2.714 5.417  0.084
H -5.516 1.781 3.065  0.121
H -5.444 0.690 4.385  0.120
H -6.594 -1.044 3.155  0.127
H -4.406 0.313 1.382  0.063
H -5.040 -1.180 0.905  0.062
H -4.116 -1.245 2.263  0.062
H -6.859 0.806 1.015  0.057
H -7.873 0.627 2.123  0.055
C 2.362 -0.820 -3.019  -0.117
O 2.028 0.152 -2.039  -0.187
C 1.366 -0.577 -0.958  -0.205
C 1.094 0.279 0.216  -0.420
C 0.511 1.673 -0.038  -0.069
N 2.399 0.598 0.751  0.025
H 1.483 -1.339 -3.402  0.083
H 3.057 -1.569 -2.640  0.087
H 2.752 -0.241 -3.856  0.086
H 0.453 -1.047 -1.324  0.124
H 2.048 -1.384 -0.690  0.118
H 0.532 -0.191 1.022  0.147
H 0.456 2.399 0.773  0.070
H -0.559 1.546 -0.205  0.065
H 1.008 2.224 -0.836  0.074
H 3.088 0.415 0.035  0.066
H 2.605 -0.073 1.477  0.061
C 1.044 2.809 -6.100  -0.078
O 1.484 3.214 -7.446  -0.213
C 1.881 2.072 -8.272  -0.170
C 2.065 2.385 -9.825  -0.422
C 2.567 1.249 -10.662  -0.087
N 2.874 3.603 -10.147  0.038
H 0.334 3.525 -5.686  0.080
H 1.870 2.905 -5.396  0.075
H 0.727 1.766 -6.074  0.076
H 2.738 1.544 -7.854  0.117
H 1.012 1.415 -8.253  0.109
H 1.050 2.641 -10.129  0.129
H 3.542 0.864 -10.364  0.077
H 2.626 1.600 -11.692  0.079
H 1.922 0.375 -10.750  0.075
H 2.483 4.267 -9.494  0.054
H 3.785 3.419 -9.753  0.063
C -1.150 -6.982 -4.698  -0.104
O -0.330 -6.574 -5.817  -0.190
C -1.175 -6.445 -7.006  -0.185
C -0.250 -5.993 -8.158  -0.453
C 0.795 -4.898 -7.854  -0.053
N -1.051 -5.494 -9.230  0.018
H -1.911 -6.204 -4.637  0.076
H -0.655 -6.967 -3.728  0.085
H -1.770 -7.867 -4.845  0.080
H -1.714 -7.366 -7.230  0.114
H -2.054 -5.801 -7.011  0.116
H 0.243 -6.918 -8.456  0.129
H 0.455 -3.880 -8.046  0.079
H 1.723 -5.042 -8.407  0.069
H 1.259 -5.099 -6.888  0.067
H -0.480 -5.017 -9.914  0.074
H -1.457 -6.355 -9.567  0.076
C -3.880 2.178 -4.577  -0.079
O -4.613 3.157 -3.810  -0.211
C -5.385 2.702 -2.729  -0.192
C -6.162 3.909 -2.013  -0.397
C -5.231 4.726 -1.179  -0.084
N -7.249 3.418 -1.064  0.023
H -3.134 1.732 -3.918  0.083
H -3.368 2.647 -5.418  0.084
H -4.544 1.421 -4.995  0.082
H -5.982 1.868 -3.098  0.112
H -4.692 2.190 -2.062  0.113
H -6.674 4.553 -2.728  0.128
H -4.612 4.015 -0.633  0.082
H -5.822 5.481 -0.660  0.081
H -4.568 5.227 -1.885  0.078
H -7.889 4.195 -0.978  0.058
H -7.726 2.821 -1.725  0.051
C 1.709 2.739 6.192  -0.193
O 1.189 1.590 6.661  -0.224
C 0.002 1.806 7.644  -0.090
C -1.295 2.094 6.885  -0.457
C -2.603 1.878 7.603  -0.064
N -1.181 1.459 5.541  0.064
H 1.039 3.326 5.564  0.094
H 2.552 2.414 5.583  0.091
H 2.261 3.287 6.956  0.089
H -0.074 0.878 8.212  0.114
H 0.271 2.522 8.420  0.117
H -1.333 3.179 6.792  0.120
H -3.326 2.394 6.971  0.076
H -2.639 2.303 8.606  0.084
H -2.865 0.820 7.597  0.074
H -1.521 0.519 5.682  0.058
H -0.205 1.371 5.294  0.048
C 2.117 -6.250 6.048  -0.133
O 1.544 -4.961 5.984  -0.180
C 0.153 -4.968 6.336  -0.205
C -0.496 -3.721 5.736  -0.416
C -2.006 -3.507 6.014  -0.064
N -0.184 -3.755 4.299  0.047
H 1.901 -6.907 6.891  0.082
H 3.203 -6.185 6.116  0.082
H 1.942 -6.943 5.225  0.083
H -0.388 -5.808 5.898  0.127
H 0.003 -4.964 7.415  0.127
H -0.032 -2.872 6.238  0.132
H -2.092 -3.272 7.074  0.066
H -2.747 -4.283 5.821  0.069
H -2.498 -2.661 5.534  0.063
H 0.041 -4.721 4.108  0.055
H 0.767 -3.421 4.241  0.048
C 3.272 7.609 3.178  -0.153
O 3.663 6.374 2.755  -0.164
C 3.764 6.109 1.339  -0.185
C 4.944 5.275 0.922  -0.441
C 4.974 5.128 -0.640  -0.059
N 4.994 3.996 1.623  0.038
H 3.386 8.272 2.321  0.081
H 3.821 8.014 4.027  0.085
H 2.246 7.767 3.509  0.080
H 2.932 5.458 1.068  0.128
H 3.743 6.942 0.637  0.122
H 5.931 5.709 1.082  0.131
H 4.013 4.796 -1.035  0.068
H 5.671 4.321 -0.867  0.074
H 5.246 6.049 -1.155  0.072
H 4.346 3.240 1.452  0.062
H 4.597 4.313 2.496  0.051
C 4.927 -5.490 0.281  -0.132
O 5.093 -4.215 0.821  -0.176
C 4.248 -4.014 1.972  -0.189
C 4.758 -2.795 2.751  -0.457
C 6.120 -2.856 3.394  -0.063
N 3.714 -2.402 3.669  0.036
H 5.354 -5.663 -0.707  0.085
H 3.854 -5.644 0.170  0.086
H 5.406 -6.247 0.901  0.087
H 3.168 -3.968 1.834  0.117
H 4.253 -4.876 2.638  0.117
H 4.917 -1.990 2.033  0.132
H 6.122 -3.571 4.216  0.076
H 6.492 -1.874 3.689  0.083
H 6.790 -3.325 2.674  0.076
H 3.763 -3.000 4.482  0.066
H 3.771 -1.480 4.077  0.075

Arrangement 2

C36H99N9O9 | the ωB97M-V functional and the def2-TZVPD basis

## Properties
Kohn-Sham gap (eV): 9.2480
Total charge: 0
2S+1: 1
HOMO level (eV): -8.718
LUMO energy (eV): 0.53
SMILES: COC[C@H](C)N.COC[C@H](C)N.COC[C@H](C)N.COC[C@H](C)N.COC[C@H](C)N.COC[C@H](C)N.COC[C@H](C)N.COC[C@H](C)N.COC[C@H](C)N

Last column: Löwdin charge in e.
Positions of all 153 atoms, in Å:
C -1.440 2.515 -7.356  -0.142
O -0.182 1.995 -7.657  -0.200
C -0.206 0.540 -7.870  -0.143
C 1.109 -0.112 -7.308  -0.419
C 2.368 0.417 -7.970  -0.081
N 1.173 -1.585 -7.376  0.020
H -1.344 3.588 -7.192  0.087
H -1.663 2.016 -6.413  0.085
H -2.297 2.396 -8.020  0.085
H -1.065 0.086 -7.377  0.112
H -0.310 0.310 -8.930  0.120
H 1.195 0.059 -6.235  0.133
H 2.269 1.492 -8.122  0.069
H 2.657 -0.034 -8.919  0.078
H 3.182 0.385 -7.245  0.074
H 1.956 -1.827 -6.787  0.064
H 1.417 -1.851 -8.319  0.059
C -4.110 -5.229 5.558  -0.120
O -4.162 -6.649 5.550  -0.189
C -3.005 -7.110 6.267  -0.204
C -3.111 -8.675 6.392  -0.390
C -4.395 -9.151 7.151  -0.061
N -1.968 -9.106 7.204  0.015
H -4.995 -4.945 4.988  0.091
H -3.216 -4.821 5.087  0.084
H -4.138 -4.850 6.580  0.084
H -2.125 -6.835 5.684  0.116
H -2.882 -6.577 7.210  0.118
H -3.046 -9.217 5.449  0.128
H -4.460 -8.447 7.981  0.069
H -4.433 -10.135 7.618  0.073
H -5.370 -9.034 6.678  0.070
H -2.242 -8.973 8.167  0.060
H -1.217 -8.449 7.041  0.057
C -8.778 -1.450 -6.436  -0.068
O -7.815 -0.835 -5.516  -0.208
C -8.254 -0.566 -4.192  -0.224
C -7.185 0.149 -3.362  -0.395
C -7.342 -0.213 -1.863  -0.066
N -7.424 1.610 -3.494  0.010
H -8.798 -0.766 -7.285  0.075
H -9.796 -1.466 -6.047  0.083
H -8.347 -2.368 -6.834  0.081
H -9.221 -0.062 -4.165  0.123
H -8.496 -1.551 -3.794  0.114
H -6.176 0.046 -3.763  0.132
H -6.600 0.273 -1.231  0.068
H -7.430 -1.260 -1.571  0.074
H -8.224 0.341 -1.542  0.073
H -6.743 2.181 -3.013  0.063
H -7.352 1.885 -4.464  0.066
C 1.487 2.603 1.462  -0.095
O 1.265 1.213 1.474  -0.207
C 0.288 0.746 0.588  -0.254
C -0.216 -0.586 0.954  -0.378
C 0.907 -1.436 1.549  -0.084
N -0.804 -1.420 -0.228  0.036
H 2.149 2.958 2.252  0.088
H 0.517 3.000 1.761  0.085
H 1.852 2.917 0.485  0.090
H -0.597 1.381 0.624  0.126
H 0.796 0.744 -0.376  0.133
H -0.985 -0.350 1.689  0.135
H 0.624 -2.470 1.746  0.067
H 1.250 -1.112 2.532  0.072
H 1.760 -1.525 0.876  0.082
H -1.176 -2.286 0.135  0.051
H -0.136 -1.621 -0.959  0.054
C 1.300 12.164 5.966  -0.081
O 2.135 11.004 6.094  -0.211
C 2.840 10.896 7.277  -0.229
C 4.186 10.118 6.907  -0.394
C 5.233 9.913 8.076  -0.047
N 4.801 10.958 5.936  0.009
H 1.926 12.956 5.553  0.087
H 0.744 12.571 6.810  0.084
H 0.516 11.802 5.301  0.089
H 3.114 11.857 7.711  0.113
H 2.189 10.552 8.081  0.116
H 3.956 9.206 6.357  0.133
H 5.691 10.891 8.227  0.067
H 6.046 9.240 7.804  0.067
H 4.751 9.514 8.969  0.065
H 4.731 11.908 6.272  0.066
H 4.113 11.091 5.209  0.065
C -5.819 -12.103 -0.127  -0.134
O -5.563 -10.879 -0.756  -0.162
C -4.190 -10.569 -0.759  -0.218
C -4.059 -9.149 -1.281  -0.445
C -2.670 -8.908 -1.920  -0.082
N -4.404 -8.081 -0.383  0.048
H -5.536 -12.268 0.913  0.083
H -5.244 -12.882 -0.628  0.082
H -6.867 -12.400 -0.162  0.087
H -3.716 -10.692 0.214  0.129
H -3.616 -11.226 -1.413  0.121
H -4.604 -9.024 -2.217  0.137
H -2.545 -7.954 -2.433  0.072
H -2.423 -9.613 -2.714  0.068
H -1.876 -8.994 -1.178  0.071
H -5.402 -8.052 -0.536  0.068
H -4.366 -8.261 0.611  0.073
C 8.945 4.455 -7.555  -0.104
O 8.263 5.656 -7.933  -0.184
C 6.933 5.827 -7.455  -0.210
C 6.944 6.226 -5.960  -0.467
C 5.485 6.230 -5.437  -0.055
N 7.656 7.416 -5.779  0.041
H 9.329 4.385 -6.537  0.078
H 9.710 4.190 -8.285  0.087
H 8.244 3.621 -7.526  0.080
H 6.429 6.614 -8.017  0.126
H 6.297 4.942 -7.491  0.112
H 7.477 5.375 -5.536  0.127
H 4.854 6.989 -5.900  0.075
H 5.327 6.301 -4.361  0.071
H 5.007 5.267 -5.615  0.068
H 7.260 8.228 -6.230  0.080
H 8.606 7.356 -6.116  0.076
C 1.635 11.440 -0.458  -0.086
O 0.326 10.861 -0.151  -0.217
C -0.534 10.631 -1.284  -0.182
C -1.918 10.278 -0.704  -0.415
C -2.028 8.829 -0.188  -0.057
N -2.977 10.505 -1.722  0.013
H 2.145 11.836 0.420  0.081
H 1.646 12.246 -1.192  0.075
H 2.246 10.658 -0.910  0.078
H -0.540 11.578 -1.823  0.115
H -0.057 9.814 -1.825  0.127
H -2.170 11.032 0.042  0.129
H -1.207 8.494 0.446  0.075
H -2.073 8.147 -1.037  0.076
H -2.960 8.752 0.371  0.070
H -2.848 11.412 -2.147  0.056
H -3.827 10.644 -1.195  0.063
C 4.457 -7.509 6.030  -0.108
O 4.202 -8.805 5.480  -0.217
C 4.973 -9.864 6.045  -0.158
C 4.465 -11.285 5.375  -0.407
C 5.452 -12.392 5.634  -0.088
N 4.273 -11.224 3.918  0.029
H 4.151 -6.811 5.251  0.082
H 5.521 -7.271 6.035  0.081
H 3.974 -7.207 6.960  0.085
H 6.007 -9.673 5.757  0.114
H 4.891 -9.894 7.131  0.115
H 3.482 -11.563 5.756  0.129
H 5.024 -13.379 5.457  0.081
H 5.795 -12.291 6.664  0.073
H 6.335 -12.223 5.018  0.076
H 5.175 -11.011 3.515  0.061
H 3.873 -10.308 3.779  0.053

arrangement 2 (0.709 eV below the next structure)